Computed, not measured: 11 unconnected molecules or ions with the total composition H22O11 at a distorted geometry, with the ωB97M-V functional and the def2-TZVPD basis.

The geometry in ORCA input format:
```
! wB97M-V def2-TZVPD RIJCOSX def2/J DEFGRID3
* xyz 0 1
H -1.1106 -0.1157 -0.6364
H 0.3597 0.1387 -0.3477
H -0.4771 -2.3384 -0.6462
H 0.0882 -2.7419 0.7057
H 1.9506 -1.3709 -0.6477
H 2.4710 -0.5660 0.5319
H 2.9180 -2.9760 1.9946
H 2.7079 -4.2650 1.2172
H -0.0253 0.2331 -2.8913
H -1.5356 0.4029 -2.8740
H 4.2390 1.6499 -1.3586
H 5.6618 1.9655 -0.9273
H 0.4508 4.3326 0.7746
H -1.0458 4.5457 0.6171
H -1.9676 2.5155 -0.4382
H -1.6038 1.3333 -1.3214
H -4.2551 -2.3501 -1.3287
H -4.7719 -1.3384 -2.3383
H 2.3208 0.5171 3.1903
H 2.0104 0.9378 1.7631
H -4.5825 -0.6236 2.9841
H -3.4064 0.0378 2.2847
O -0.2989 0.2007 -1.0487
O 0.3549 -2.4432 -0.1710
O 2.7396 -0.9231 -0.3221
O 2.2567 -3.4559 1.4833
O -0.7548 0.5995 -3.4038
O 5.1454 1.3320 -1.4382
O -0.3601 4.4352 1.2854
O -1.9935 1.5525 -0.4676
O -5.0256 -1.8098 -1.5368
O 1.7052 0.3541 2.4668
O -4.1654 0.2341 2.8454
*
```

Computed properties:
SMILES: O.O.O.O.O.O.O.O.O.O.O
relative energy (zero: lowest compared OMol25 entry of this formula, charge and spin): 82.4 kcal/mol

=====

Computed, not measured: a single C4H9N3 molecule at a distorted geometry, with the ωB97M-V functional and the def2-TZVPD basis.

The geometry in ORCA input format:
```
! wB97M-V def2-TZVPD RIJCOSX def2/J DEFGRID3
* xyz 0 3
C -0.9223 0.0862 0.2341
C 2.1833 0.1514 0.9561
C -2.5875 1.2380 -1.2365
C 1.0192 -0.8995 0.9061
N -1.7765 0.2795 -0.5607
N 1.0314 -1.5789 -0.3976
N -0.1363 -0.1797 1.1438
H 2.4172 0.4084 2.0325
H 1.9341 1.0290 0.4194
H 3.0133 -0.2298 0.4965
H -1.9217 2.0118 -1.5428
H -3.4607 1.7269 -0.6031
H -3.0548 0.5533 -1.9955
H 1.0914 -1.6515 1.7050
H 1.0383 -0.8439 -1.0939
H 0.1315 -2.1013 -0.4634
*
```

Computed properties:
relative energy (zero: lowest compared OMol25 entry of this formula, charge and spin): 29.6 kcal/mol

=====

Computed, not measured: a molecular structure, C5H8N2 at a distorted geometry, with the ωB97M-V functional and the def2-TZVPD basis.

The geometry in ORCA input format:
```
! wB97M-V def2-TZVPD RIJCOSX def2/J DEFGRID3
* xyz 0 1
C -0.9814 1.4221 0.0838
C -0.1491 0.1679 0.2950
C -0.9747 -1.0995 0.3867
N 0.8983 0.1682 -0.7828
C 1.0420 0.4370 1.1413
C 1.9103 -0.6941 -0.9927
N 2.8411 -1.3575 -1.1961
H -1.5897 1.5842 0.9774
H -1.6405 1.3523 -0.7881
H -0.3161 2.2873 -0.0055
H -1.7261 -1.1489 -0.4088
H -0.3514 -1.9978 0.3460
H -1.5009 -1.0954 1.3480
H 0.9205 0.9933 -1.3681
H 1.4546 -0.5722 1.3754
*
```

Computed properties:
relative energy (zero: lowest compared OMol25 entry of this formula, charge and spin): 104.6 kcal/mol

=====

Computed, not measured: a molecular structure, C7H11N at a distorted geometry, with the ωB97M-V functional and the def2-TZVPD basis.

The geometry in ORCA input format:
```
! wB97M-V def2-TZVPD RIJCOSX def2/J DEFGRID3
* xyz 0 1
C -1.6064 1.5435 0.2680
C -0.5421 0.4254 0.3221
C 0.1306 0.4140 -0.9418
C 1.4662 -0.2894 -0.5347
C 1.2195 -0.8303 0.8918
C 0.2256 -1.8867 0.5312
C -0.9177 -1.2486 0.4576
H -1.1808 2.5327 0.3693
H -1.8431 1.5604 -0.8425
H -2.7049 1.4891 0.9330
H 0.1152 1.4406 -1.6816
H -0.5054 -0.6817 -1.6138
H 2.2977 0.4802 -0.8406
H 1.9344 -1.1289 -1.1751
H 2.1118 -0.9312 1.4517
H 0.7858 1.3601 1.4230
H 0.4514 -3.0486 0.0042
H -1.8332 -1.5466 -0.4975
N 0.3953 0.3458 1.4756
*
```

Computed properties:
relative energy (zero: lowest compared OMol25 entry of this formula, charge and spin): 172.0 kcal/mol

=====

Computed, not measured: a single C2HN5O molecule at a distorted geometry, with the ωB97M-V functional and the def2-TZVPD basis.

The geometry in ORCA input format:
```
! wB97M-V def2-TZVPD RIJCOSX def2/J DEFGRID3
* xyz 0 1
C -1.0510 0.7562 -0.2770
C 1.2600 -0.5544 -0.1625
H 2.3442 0.0657 -0.2770
N -0.4228 -0.1573 -1.3652
N 0.5026 -1.0213 -1.1114
N 0.8613 -0.1881 1.1246
N -0.4670 -0.6393 1.5091
N -1.4460 -0.1646 0.8589
O -1.5814 1.9030 -0.2994
*
```

Computed properties:
SMILES: O=c1nncnnn1
relative energy (zero: lowest compared OMol25 entry of this formula, charge and spin): 121.3 kcal/mol